The following is a DFT calculation (ωB97M-V with the def2-TZVPD basis set) of a 15-piece molecular cluster, C44H96N8O22 overall.

Atoms and positions in Å:
O: -7.4449 -2.0301 0.6419
C: -6.4299 -1.3600 0.6975
O: -5.8468 -0.9787 1.7676
C: -6.2022 -1.4205 3.0864
C: -7.2085 -0.4372 3.7212
C: -5.8444 -0.6417 -0.5180
H: -5.2969 -1.4474 3.6930
H: -6.5772 -2.4416 3.0158
H: -6.8653 0.5858 3.5671
H: -7.2648 -0.6677 4.7851
H: -8.1645 -0.5530 3.2104
H: -6.6442 -0.5036 -1.2456
H: -5.1711 -1.3726 -0.9657
H: -5.1896 0.1919 -0.2642
O: 5.9321 -4.6879 0.2067
C: 6.7007 -3.7548 0.5624
O: 6.3896 -2.5881 1.1697
C: 5.0141 -2.1955 1.4441
C: 4.7689 -0.6907 1.6351
C: 8.2084 -3.8539 0.4821
H: 4.7354 -2.5644 2.4312
H: 4.3712 -2.5946 0.6596
H: 3.8124 -0.5881 2.1476
H: 4.8317 -0.0188 0.7791
H: 5.3229 -0.2081 2.4403
H: 8.5667 -3.2758 -0.3697
H: 8.5050 -4.9027 0.4771
H: 8.6668 -3.4349 1.3779
O: -0.1035 1.1232 -1.4323
C: 0.0679 0.6355 -0.3214
O: -0.6456 0.9532 0.7682
C: -1.6780 1.9209 0.7241
C: -2.6096 1.7508 1.8807
C: 1.1961 -0.3724 -0.0827
H: -2.2360 1.9127 -0.2122
H: -1.2456 2.9208 0.6897
H: -2.0681 1.8064 2.8251
H: -3.1380 0.7983 1.8388
H: -3.3051 2.5882 1.8256
H: 1.6530 -0.6497 -1.0327
H: 0.8848 -1.3362 0.3203
H: 2.0041 -0.0358 0.5669
O: 0.5288 -1.1919 -6.8379
C: 0.2206 -1.1048 -5.6972
O: -0.7749 -1.7544 -5.1174
C: -1.4973 -2.6342 -5.9863
C: -2.4829 -3.4868 -5.1805
C: 1.0058 -0.2064 -4.7454
H: -0.7812 -3.3063 -6.4590
H: -2.1174 -2.0684 -6.6817
H: -2.8827 -4.3246 -5.7518
H: -3.3437 -2.9189 -4.8274
H: -1.8565 -3.8465 -4.3642
H: 0.2300 0.1837 -4.0865
H: 1.4781 0.5715 -5.3451
H: 1.6340 -0.7732 -4.0581
O: 5.6387 1.7633 -4.4429
C: 4.4320 1.5795 -4.4125
O: 3.8364 0.5093 -3.8682
C: 4.5150 -0.4323 -3.1764
C: 4.9712 -1.6288 -4.1287
C: 3.3592 2.5431 -4.9433
H: 4.0292 -0.8544 -2.2966
H: 5.3851 0.0651 -2.7479
H: 5.5521 -1.1840 -4.9366
H: 4.1235 -2.1440 -4.5806
H: 5.5091 -2.3639 -3.5300
H: 2.4005 2.2671 -4.5043
H: 3.2738 2.5027 -6.0292
H: 3.4963 3.5931 -4.6849
O: 4.4727 4.3569 1.5798
C: 3.8178 3.3339 1.8669
O: 2.9307 2.7542 1.0719
C: 2.5110 3.3896 -0.1931
C: 3.6151 3.1951 -1.2436
C: 3.9600 2.6048 3.1536
H: 2.1789 4.4138 -0.0229
H: 1.6164 2.8540 -0.5110
H: 3.2740 3.5070 -2.2307
H: 3.9940 2.1787 -1.3504
H: 4.4552 3.8535 -1.0226
H: 3.7580 3.3583 3.9148
H: 4.8624 2.0067 3.2805
H: 3.0595 1.9931 3.2096
O: -0.5381 -0.5147 6.1641
C: -0.5952 -1.3608 5.2707
O: -0.7550 -2.6890 5.4004
C: -0.5881 -3.3749 6.6180
C: -1.7958 -3.4284 7.4674
C: -0.8908 -0.9673 3.8255
H: 0.1623 -2.9318 7.2727
H: -0.2387 -4.3912 6.4364
H: -1.4920 -3.6964 8.4793
H: -2.5607 -4.0759 7.0387
H: -2.2379 -2.4383 7.5789
H: -0.6176 -1.8031 3.1813
H: -0.3303 -0.1003 3.4759
H: -1.9698 -0.8245 3.7661
O: -0.5454 5.6692 -3.8894
C: -0.8326 4.5036 -3.8377
N: -1.9575 4.1261 -4.4054
C: 0.1500 3.4562 -3.2784
H: -2.4059 4.8654 -4.9273
H: -2.3877 3.2157 -4.3264
H: 1.1430 3.6760 -3.6705
H: -0.1797 2.4435 -3.5105
H: 0.1177 3.5299 -2.1913
O: 1.5910 -3.2778 1.1934
C: 1.4301 -3.8589 2.2324
N: 1.6362 -3.2020 3.3805
C: 0.9626 -5.3038 2.2188
H: 1.8432 -2.2134 3.3814
H: 1.6709 -3.7342 4.2382
H: 0.0158 -5.2627 1.6804
H: 0.6981 -5.7748 3.1656
H: 1.6158 -5.9830 1.6709
O: -2.6969 -2.8667 -1.8770
C: -1.5436 -3.2592 -1.7025
N: -0.5538 -2.5196 -2.2504
C: -1.1499 -4.5028 -0.9417
H: -0.8364 -1.6743 -2.7255
H: 0.3841 -2.8942 -2.2652
H: -2.0340 -5.0510 -0.6161
H: -0.6335 -4.0778 -0.0810
H: -0.5476 -5.2199 -1.4996
O: -1.5338 4.1104 4.3075
C: -0.8475 3.1772 4.7160
N: -1.3069 2.2345 5.5371
C: 0.6136 3.0672 4.4026
H: -0.8206 1.3630 5.6924
H: -2.2550 2.3652 5.8597
H: 1.2255 3.7525 4.9891
H: 0.7452 3.2660 3.3390
H: 0.9247 2.0864 4.7623
O: -2.9455 1.6253 -3.8594
C: -3.3228 0.5170 -3.4503
N: -2.6704 -0.1379 -2.5087
C: -4.5851 -0.1474 -3.9594
H: -1.8515 0.4062 -2.2773
H: -2.7354 -1.1207 -2.2854
H: -4.8007 0.1264 -4.9922
H: -5.4559 -0.0156 -3.3172
H: -4.4331 -1.2238 -3.8787
O: -4.3963 5.3950 0.8038
C: -5.0875 4.6823 1.5778
N: -5.8473 3.7577 1.0700
C: -5.1141 4.7915 3.1073
H: -6.3818 3.0553 1.5610
H: -6.0585 3.7571 0.0824
H: -4.2280 4.3052 3.5153
H: -5.9838 4.2994 3.5428
H: -5.1400 5.8697 3.2651
O: 2.3782 -3.2819 -2.6883
C: 3.0540 -4.1819 -2.2432
N: 2.7661 -4.5633 -1.0314
C: 4.2355 -4.8294 -2.8618
H: 2.2338 -3.8803 -0.5115
H: 3.1747 -5.3743 -0.5894
H: 3.9873 -5.8263 -3.2260
H: 5.1594 -4.7815 -2.2853
H: 4.4279 -4.2838 -3.7855
O: 0.4922 5.7415 1.0371
C: -0.6916 5.9659 0.7356
N: -1.6532 5.6495 1.5834
C: -1.0479 6.4346 -0.6790
H: -1.4199 5.3879 2.5306
H: -2.6160 5.8333 1.3399
H: -1.1386 7.5192 -0.6204
H: -1.9974 6.0249 -1.0234
H: -0.3990 6.1327 -1.5011

Atomic forces in eV per Å
0.866 -0.174 0.250
-2.688 0.513 -2.598
2.376 0.894 2.723
-0.720 0.093 0.189
0.496 -0.810 -0.758
0.335 -1.489 0.171
0.209 0.132 -0.362
-0.248 0.100 0.063
0.097 -0.013 0.174
-0.290 0.162 -0.043
-0.114 0.029 0.302
0.147 0.480 0.195
0.149 -0.145 -0.233
-0.536 0.241 -0.049
1.737 3.431 1.097
-1.346 -2.354 -0.035
-0.647 0.128 -0.339
-0.155 0.451 0.185
0.379 0.302 0.442
-0.131 -0.176 0.394
0.081 -0.842 -0.215
-0.028 -0.119 0.177
-0.680 -0.223 -0.743
-0.148 -0.323 -0.166
1.025 -0.416 -0.160
0.091 -0.269 -0.087
-0.085 0.118 -0.570
-0.191 0.268 -0.050
-0.358 -0.508 1.373
0.784 0.190 -0.907
0.815 -1.105 -0.017
-0.407 1.155 -1.085
0.226 0.031 0.269
-0.177 -0.395 -0.125
0.036 -0.629 -0.219
0.324 0.080 0.452
-0.091 0.062 0.036
-0.142 0.005 -0.076
-0.147 -0.138 0.177
-0.121 0.402 -0.185
-0.482 0.266 0.241
-0.255 0.507 0.112
-0.090 -0.504 -1.953
1.855 1.165 1.342
-1.033 -0.433 0.361
-1.248 -0.810 -0.111
0.901 0.397 0.321
-1.796 -0.561 0.175
-0.085 0.326 -0.385
0.704 0.223 -0.447
0.292 0.035 -0.167
0.252 0.049 0.255
-0.626 -0.352 0.357
0.127 0.684 0.125
0.152 -0.336 0.423
0.398 -0.036 -0.490
-1.645 -0.458 0.101
1.197 1.317 -0.204
-2.445 1.323 -0.752
3.150 -2.658 0.159
-0.598 1.410 0.861
-0.185 -0.358 0.292
-1.048 0.301 -0.323
0.531 -0.248 -0.125
0.338 -0.267 0.141
-0.227 0.207 0.186
0.329 0.167 -0.200
0.126 -0.133 -0.200
0.143 -0.201 -0.008
0.646 -0.156 0.097
-1.771 -2.473 0.608
2.385 2.893 -1.536
-0.954 -0.002 -0.522
0.716 -0.672 -0.336
0.002 0.970 0.073
-1.549 -0.069 0.392
0.497 0.105 0.143
0.085 -0.264 0.325
-0.304 -0.017 0.020
-0.265 -0.160 0.312
0.069 -0.127 0.143
0.816 -0.045 0.296
-0.015 0.443 0.007
0.270 -0.593 0.127
0.724 -2.062 -0.774
-1.789 1.747 0.258
0.631 0.267 -0.542
1.048 -0.053 1.541
-1.313 0.450 0.254
0.843 -0.849 0.120
0.450 0.484 -0.553
-0.004 0.082 -0.625
-0.237 -0.491 -0.081
-0.021 -0.173 0.339
0.025 0.128 -0.122
-0.215 0.046 -0.085
-0.277 0.171 0.294
0.070 0.240 -0.092
1.265 2.209 0.445
1.432 -1.052 -0.047
-1.675 -0.877 -0.835
-1.301 0.268 0.016
-0.177 -0.175 0.271
0.192 -0.032 -0.026
-0.208 0.052 0.178
0.190 0.082 -0.147
0.305 0.116 0.005
-0.024 0.870 -1.830
0.253 -0.772 0.513
-0.018 -0.767 1.376
-0.671 -0.073 0.333
0.117 -0.268 -0.143
-0.128 0.423 -0.022
0.028 -0.091 -0.211
0.363 0.291 0.263
0.174 0.364 -0.023
-0.642 -0.570 0.847
0.046 0.711 -1.530
0.006 -0.928 0.999
-0.604 0.288 0.165
0.443 -0.276 -0.276
0.416 0.454 -0.258
-0.082 0.304 0.032
0.353 -0.535 0.144
0.362 0.425 -0.035
-0.104 -0.323 0.104
0.446 1.574 -0.218
-0.855 -0.316 0.398
0.020 -0.435 0.093
-0.114 0.031 0.290
0.086 -0.317 -0.043
-0.345 0.387 -0.093
0.329 -0.204 0.045
0.389 -0.224 -0.627
-0.435 -1.092 0.314
-1.359 1.004 -1.208
1.111 0.862 0.455
0.215 -0.716 -0.029
0.444 -0.316 0.597
-0.421 -0.414 0.033
-0.020 0.092 0.212
0.095 0.648 -0.013
0.074 -0.177 -0.326
-1.318 -0.839 1.907
2.286 2.148 -0.186
-2.440 -2.535 -1.612
0.202 0.141 -1.079
0.226 0.501 0.476
0.559 0.156 -0.062
0.243 0.407 0.081
-0.082 0.168 -0.130
0.206 -0.166 0.574
-0.529 1.586 -1.895
0.796 -0.139 0.129
-0.377 -1.260 2.408
0.311 0.289 -2.120
-0.313 -0.597 0.504
0.212 0.484 0.071
0.151 -0.270 0.471
-0.379 -0.310 0.379
0.046 0.000 -0.019
-0.393 0.441 -0.178
2.540 -1.255 -1.312
-1.379 0.384 0.370
-0.794 -0.077 0.409
0.108 -0.082 0.017
-0.157 -0.111 0.087
0.025 0.061 -0.346
-0.429 0.183 0.421
0.696 0.210 0.629

Computed properties:
HOMO-LUMO gap (eV): 8.06
ΔE to the lowest compared entry with this formula, charge and spin (eV): 1.678
E_tot (a.u.): -3827.67745
LUMO energy (eV): -0.44
F_max (hartree/bohr): 0.0802
HOMO (Eh): -0.312